Entry 1:
Below is a structure of composition C35H30MnN4O8S, with properties calculated with ωB97M-V/def2-TZVPD.

ΔE to the lowest compared entry with this formula, charge and spin: 2.67 kcal/mol
Electronic energy: -3722.08189 Ha
LUMO energy (alpha / beta): 4.2 / 4.2 eV
HOMO-LUMO gap (alpha / beta): 0.209 / 0.204 hartree
F_max: 0.0187 hartree/bohr
⟨S²⟩: 0.92

Structure (ORCA input):
```
! wB97M-V def2-TZVPD RIJCOSX def2/J DEFGRID3
* xyz -2 2
Mn -0.91365 1.52918 0.20518
S -3.21922 1.07187 -0.63859
O 1.30160 5.09139 1.81128
O -0.22599 -0.56246 0.67723
O 1.51944 -1.60272 -0.30389
O -0.51857 -2.45627 5.99671
O 2.54635 0.90275 -5.39820
O -1.07590 3.41926 -0.76427
O -0.21336 1.01628 -1.58517
O -0.44955 3.64761 1.78116
N -1.52779 -0.65837 5.11392
N -1.86895 1.43984 2.10464
N 1.03039 1.73672 0.70584
N -0.39661 -2.18184 3.72668
C 1.75216 0.67869 0.32163
C 2.98237 3.06851 0.76078
C -3.75113 1.77844 3.50485
C -2.18282 -1.97162 -3.14997
C 0.36065 3.11016 -2.60698
C 1.10958 0.93518 -3.46807
C 0.72732 4.00553 1.57680
C 1.68452 -5.27672 3.81703
C -3.04291 -1.78962 -4.23225
C -2.21394 -1.12143 -2.05518
C 0.31972 -3.34945 3.37221
C -0.43584 3.89773 -1.68866
C 3.72765 1.99776 0.29122
C -0.77960 -1.81922 4.98122
C -3.10641 -0.03502 -2.00750
C 1.10653 3.69928 -3.64882
C -3.94240 -0.73450 -4.19367
C -3.25810 0.86637 4.41613
C 1.81128 1.56439 -4.45562
C 2.54403 -0.50845 -5.29955
C 0.40148 -3.63544 2.01221
C 0.37290 1.68014 -2.49254
C 1.82442 2.97203 -4.56035
C -3.97124 0.12658 -3.09906
C 1.62204 2.90179 0.97387
C 1.12758 -4.72741 1.57031
C -1.34045 0.64370 3.02832
C 1.77549 -5.57613 2.46287
C -0.52690 5.40649 -1.79647
C 2.54830 -6.77845 1.98051
C 3.10886 0.77036 0.08947
C -2.02729 0.27009 4.17614
C 0.97520 -4.17635 4.28333
C 0.95666 -0.61862 0.18389
C -3.03969 2.01760 2.34163
H 1.20192 -4.89323 0.50045
H -3.81744 0.60622 5.30912
H 1.08730 -0.13883 -3.33853
H 3.41089 4.03744 0.97617
H -0.05731 -2.97085 1.28798
H -4.70000 2.27216 3.66861
H 3.17745 -0.87090 -6.10640
H 1.97476 -7.70216 2.10579
H 4.78882 2.11150 0.09540
H -4.66580 0.95962 -3.08665
H 3.48406 -6.89829 2.53201
H 0.92642 -3.96022 5.33786
H 3.63684 -0.11135 -0.25071
H 2.19261 -5.91110 4.53896
H -0.34423 0.29087 2.80099
H -0.70421 -1.63790 2.92944
H 2.94476 -0.84277 -4.33923
H -0.01902 5.81709 -0.91982
H 2.39262 3.44215 -5.35417
H -0.10800 5.84472 -2.69946
H 2.79280 -6.68450 0.92117
H -3.00850 -2.45767 -5.08753
H 1.53559 -0.91448 -5.41370
H -4.62234 -0.56585 -5.02399
H -1.84974 -0.56342 6.05889
H -1.58030 5.67459 -1.71411
H -1.53068 -1.27759 -1.23459
H -3.40392 2.68794 1.57679
H -1.46450 -2.78633 -3.15425
H 1.12095 4.77751 -3.73870
*
```

Entry 2:
Below is a cluster of 2 separate species, C7H10 in total, with properties calculated with ωB97M-V/def2-TZVPD.

ΔE to the lowest compared entry with this formula, charge and spin: 124.07 kcal/mol
Electronic energy: -272.52028 Ha
LUMO energy: 1.1 eV
HOMO-LUMO gap: 0.324 hartree
F_max: 0.0106 hartree/bohr

Structure (ORCA input):
```
! wB97M-V def2-TZVPD RIJCOSX def2/J DEFGRID3
* xyz 0 1
C 0.64619 -0.08406 1.24555
C 0.08914 -1.17212 0.51820
C 0.88897 -1.19215 -0.75202
C -2.16533 1.28324 -0.74574
C -2.47169 0.05703 -0.33741
C 1.82825 -0.77085 0.36388
C 1.69295 0.71623 0.55667
H -1.91699 1.49703 -1.78296
H 0.90534 -2.17961 -1.21563
H 2.40415 1.22767 1.20243
H -2.14566 2.12563 -0.05795
H 2.59611 -1.36579 0.84536
H 0.55215 -0.05109 2.33108
H 1.41682 1.27566 -0.33758
H -2.48002 -0.79137 -1.01714
H -2.70822 -0.16214 0.70050
H 0.86785 -0.41331 -1.51724
*
```

Entry 3:
Below is a structure of composition C58H36I4N7OW in a non-equilibrium geometry, with properties calculated with ωB97M-V/def2-TZVPD.

Electronic energy: -3947.86203 Ha
LUMO energy (alpha / beta): -3.9 / -3.9 eV
HOMO-LUMO gap (alpha / beta): 0.216 / 0.216 hartree
F_max: 0.0287 hartree/bohr

Structure (ORCA input):
```
! wB97M-V def2-TZVPD RIJCOSX def2/J DEFGRID3
* xyz 1 1
W -0.44000 -0.99169 -0.02876
I 2.85009 -1.01286 -8.23668
I 2.79205 3.49696 6.75023
I -8.05740 -3.00003 -4.45696
I 0.53058 -7.38816 7.65140
O -1.52224 1.92557 1.60573
N 0.99792 -2.38155 0.78584
N -3.42626 -0.88897 0.69297
N -1.66296 -2.21101 1.33546
N -2.02340 -1.27615 -1.31474
N 0.37285 -1.68890 -1.65089
N 1.12908 0.32127 -0.48133
N -1.64770 0.48486 1.58539
C 0.31441 -6.12629 6.00974
C -6.61336 3.63439 0.64814
C -6.14661 3.52774 -0.65449
C 1.31052 -0.73866 -5.64885
C 2.33444 1.89746 2.75836
C -4.49468 1.93143 0.06317
C -1.43532 -3.26397 2.18689
C 1.78064 -1.48376 -1.95590
C -1.10623 2.00912 -0.77367
C 2.77003 1.86171 -0.66457
C 3.05415 -3.29256 1.17365
C 2.03762 -1.44560 -3.45595
C 2.42305 -3.93697 -1.80640
C -4.85390 -1.04815 -1.39506
C -0.60471 2.16572 0.58995
C -0.12189 -3.54469 2.64981
C -6.69078 -2.15846 -3.14127
C 2.57867 -2.55159 -1.20834
C 0.01427 -3.90977 -2.58901
C -6.02897 -0.98492 -3.49420
C -2.64842 -3.78947 2.63207
C 0.99819 -3.04677 2.04008
C 3.08947 0.76589 -1.50935
C -3.85322 -0.48287 -0.53279
C 0.65216 -4.78513 6.12203
C -2.70694 0.27116 0.89236
C 1.34506 -4.46471 -2.39978
C 1.56300 1.58088 -0.07408
C 0.98930 3.74409 4.33717
C -5.11866 -0.42820 -2.61762
C -3.00841 -2.08926 1.28632
C 1.19874 2.53342 2.25722
C -3.36177 0.98124 -0.26787
C -0.31246 -5.79148 3.71938
C -0.39523 -2.68416 -2.21417
C -5.53613 -2.21215 -1.04051
C 0.70946 2.21754 0.91070
C -2.29045 1.52465 -1.18390
C 2.11196 3.08651 4.82502
C -4.95727 2.04898 1.36772
C -3.67024 -3.04248 2.03575
C 2.50608 -1.19197 -6.18975
C 3.47122 -1.75854 -5.37379
C -5.08903 2.68128 -0.94651
C -0.16570 -6.63380 4.80994
C 2.20340 -2.63579 0.25058
C 0.53911 3.46640 3.05924
C 2.07160 -0.13978 -1.35849
C -2.84791 -2.92853 -2.97171
C 3.23120 -1.88287 -4.01199
C 0.02829 -4.44602 3.81934
C 2.31057 -3.54776 2.28499
C 1.08687 -0.86406 -4.28847
C 2.78943 2.16542 4.03895
C -6.01439 2.89882 1.65878
C 0.51108 -3.94854 5.02495
C -6.45309 -2.76775 -1.91373
C -1.81912 -2.25131 -2.12286
H -3.80085 -2.41314 -2.94271
H -5.34957 -2.68545 -0.08597
H 1.46631 -5.47242 -2.78116
H -6.60051 4.11185 -1.44388
H -0.67759 -6.18722 2.77946
H -2.76806 -4.59444 3.33786
H 3.33821 2.76939 -0.53658
H -6.22641 -0.51377 -4.44678
H 3.66701 1.66217 4.42071
H 3.99764 -2.33446 -3.39509
H -2.49709 -2.98463 -4.00278
H -0.40988 2.32103 -1.54341
H 0.16198 -0.49004 -3.86371
H 3.63822 -2.28665 -1.23617
H 4.07379 -3.58082 0.97528
H 0.76921 -2.90002 5.10954
H -2.99571 -3.95322 -2.62270
H -0.32481 3.98998 2.67123
H 3.93712 0.67938 -2.17064
H -0.42051 -7.68096 4.72322
H -4.71467 2.62828 -1.96114
H -0.72734 -4.57546 -3.01114
H 4.40593 -2.10600 -5.79175
H -4.59007 0.47390 -2.89315
H 1.02243 -4.39100 7.05821
H -6.36333 2.99065 2.67861
H 0.56194 -0.28571 -6.28441
H 0.47572 4.47355 4.94788
H 2.60352 -4.09802 3.16422
H -7.43547 4.29937 0.87606
H -6.98388 -3.66954 -1.64250
H -2.49064 1.49263 -2.24720
H 3.30918 -4.55945 -1.75645
H -4.73180 -3.13202 2.19552
H 2.85925 1.17957 2.14055
H -4.48230 1.49378 2.16877
*
```

Entry 4:
Below is a structure of composition C35H49BiN5OP2S2Si2 in a non-equilibrium geometry, with properties calculated with ωB97M-V/def2-TZVPD.

ΔE to the lowest compared entry with this formula, charge and spin: 43.15 kcal/mol
Electronic energy: -3984.88670 Ha
LUMO energy: 2.5 eV
HOMO-LUMO gap: 0.240 hartree
F_max: 0.0950 hartree/bohr

Structure (ORCA input):
```
! wB97M-V def2-TZVPD RIJCOSX def2/J DEFGRID3
* xyz -1 1
Bi -19.14869 -6.35060 5.61231
S -19.50964 -7.75534 3.26444
S -21.20406 -4.59880 5.15672
P -21.17276 -10.56785 5.01220
P -23.22164 -9.12033 3.44305
Si -22.25930 -1.45663 6.28183
Si -17.70445 -8.20967 8.03567
O -18.18824 -4.63164 6.94081
N -21.56170 -5.40302 7.57715
N -17.47700 -8.04489 6.29405
N -17.58651 -5.45506 4.13636
N -17.32644 -6.13400 2.94453
N -17.39762 -7.98065 1.64375
C -25.12719 -10.88568 4.38534
C -17.95319 -7.23827 2.62442
C -22.85352 -11.23432 5.13974
C -20.70185 -11.25385 3.35044
C -21.43922 -4.26523 6.84467
C -21.85332 -4.09050 9.52168
C -16.95853 -6.84644 9.00228
C -24.69746 -12.49491 6.10753
C -16.63424 -3.53825 5.43462
C -16.24729 -7.95915 5.72291
C -14.19571 -6.80484 5.05913
C -17.13892 -2.71531 7.61932
C -24.13121 -7.85920 4.41995
C -23.77506 -10.60854 4.26582
C -19.57479 -8.19577 8.21676
C -15.41878 -1.59505 6.31029
C -21.60421 -2.93065 7.36189
C -16.71217 -4.41547 4.34470
C -23.35552 -12.10691 6.12658
C -16.21221 -1.72145 7.46124
C -24.18564 -9.03937 1.89252
C -21.82215 -5.31321 8.88670
C -15.91805 -8.86582 4.61296
C -14.94338 -8.65515 3.68803
C -17.33955 -3.68039 6.66943
C -21.76969 -2.91135 8.76461
C -25.60154 -11.83190 5.27752
C -21.10249 -0.77366 4.92398
C -17.02052 -9.96615 8.48612
C -15.61610 -2.51041 5.30087
C -20.06495 -11.70521 6.03862
C -14.06148 -7.53363 3.89506
C -22.46758 -0.10054 7.58652
C -23.89974 -1.99949 5.53012
C -15.28901 -6.93674 5.94530
H -16.62419 -9.67322 4.48060
H -15.84180 -6.85841 8.93233
H -24.47299 -8.17617 5.39637
H -15.57429 -6.17522 6.69104
H -20.37420 -12.75551 5.96721
H -24.06387 -3.12266 5.65843
H -19.91458 -8.24222 9.25638
H -21.38728 -1.28157 3.98114
H -17.50568 -10.46169 9.36036
H -19.00554 -11.60942 5.72318
H -22.67512 -12.59029 6.81764
H -25.06820 -13.36927 6.60132
H -24.97189 -7.43033 3.89095
H -15.00306 -2.48521 4.41897
H -24.08669 -9.97438 1.33614
H -14.83675 -9.30134 2.83133
H -17.67964 -2.92390 8.54388
H -24.71408 -1.41638 5.99277
H -16.49889 -7.65772 1.24900
H -21.17219 0.37587 4.88451
H -25.79047 -10.33042 3.78230
H -23.19240 -0.25566 8.41489
H -23.91071 -1.81800 4.45617
H -25.23519 -8.94157 2.10683
H -20.04353 -11.36449 7.07009
H -15.95156 -9.95308 8.73852
H -17.94416 -8.66070 1.11527
H -21.99650 -6.25434 9.46050
H -17.16388 -10.67682 7.63361
H -21.42843 -12.00906 3.03938
H -22.80805 0.79209 7.04374
H -17.26058 -5.86316 8.70585
H -20.08340 -9.02902 7.66041
H -14.70022 -0.74901 6.18016
H -20.04960 -1.00094 5.12706
H -13.21341 -7.27103 3.26172
H -16.06553 -0.93703 8.23881
H -26.67375 -12.00526 5.39587
H -17.25482 -6.97388 10.05336
H -13.35766 -6.13144 5.21854
H -16.06789 -4.27764 3.49124
H -21.47968 0.19589 8.04322
H -20.09988 -7.31475 7.78786
H -21.92145 -3.98054 10.57283
H -21.74936 -1.92572 9.30880
H -23.43165 -7.03170 4.57868
H -20.71437 -10.48964 2.55384
H -23.88468 -8.21622 1.24813
H -19.67426 -11.66273 3.34955
*
```

> Look up the F_max of the fourth one.

0.0950 hartree/bohr